Here is a 2-piece molecular cluster, C29H52BBr2F3N2O8PSSi overall at a distorted geometry from the OMol25 dataset. Energies are from ωB97M-V with the def2-TZVPD basis set.

XYZ file:
```
100
Properties=species:S:1:pos:R:3:lowdin_charge:R:1
C 1.64350 -3.98099 -0.70442 -0.10
C 1.19785 -3.08503 -1.85674 -0.22
C 2.25960 -2.00588 -2.13268 -0.18
C 1.60844 -0.64405 -2.34816 -0.14
N 1.13061 -0.10288 -1.08887 -0.04
F 1.50116 -0.87876 0.02365 -0.03
C 1.07430 1.30802 -0.81922 -0.24
C 0.76363 1.58647 0.67116 -0.06
C -0.45471 0.90008 1.25321 -0.73
O -0.51514 -0.21811 1.66315 -0.02
Br -2.04920 1.99580 1.42357 0.87
C 2.40939 2.06624 -1.12561 -0.23
C 3.69157 1.28228 -0.75376 -0.08
C 4.55430 1.86971 0.36883 -0.13
C 4.23028 1.47550 1.79944 -0.15
O 3.85432 0.09033 1.87679 0.00
C 3.24229 -0.26748 3.01801 -0.54
C 2.44378 -1.54057 2.94535 0.01
O 3.33397 0.35569 4.04195 0.13
O 2.43334 3.36447 -0.53676 -0.18
C 2.81317 4.45760 -1.35517 -0.82
S 1.68584 4.82969 -2.75988 0.80
B 4.31241 4.38951 -1.94084 -0.75
O 4.58592 3.61264 -3.05357 0.13
O 5.32161 5.08361 -1.31732 0.14
P 2.80019 5.98773 -0.22759 0.60
O 3.27843 5.29584 1.16207 -0.34
Br 0.61369 6.42356 0.05603 0.29
C -0.09721 1.86521 -1.69016 -0.45
F -0.47665 3.07890 -1.22877 0.06
F 0.37193 2.09290 -2.96982 0.05
C -1.29740 0.93102 -1.84640 -0.16
C -2.61652 1.66509 -2.10051 -0.22
Si -4.11721 0.50342 -1.98333 0.60
C -4.96038 0.35316 -3.64983 -0.16
C -3.63155 -1.23937 -1.43320 -0.18
C -5.23700 1.22491 -0.64819 -0.27
C -5.55080 0.51860 0.50674 -0.12
C -6.34488 1.10697 1.48306 -0.09
C -6.82109 2.39310 1.31559 -0.08
C -6.52081 3.09022 0.15909 -0.08
C -5.72927 2.51623 -0.82371 -0.10
H 1.93377 -3.34274 0.13296 0.06
H 0.87207 -4.65902 -0.38146 0.05
H 2.53411 -4.54356 -0.98429 0.09
H 0.97062 -3.65467 -2.75293 0.12
H 0.30981 -2.54539 -1.51248 0.10
H 3.03900 -1.97419 -1.37527 0.11
H 2.74354 -2.24477 -3.08090 0.12
H 2.30972 -0.01063 -2.89493 0.13
H 0.76082 -0.82382 -3.01368 0.12
H 0.64440 2.64823 0.84731 0.11
H 1.61824 1.21725 1.23912 0.12
H 2.44641 2.17705 -2.20819 0.13
H 4.32974 1.28512 -1.63795 0.12
H 3.51516 0.23204 -0.53098 0.10
H 4.63028 2.95601 0.35142 0.10
H 5.56448 1.49790 0.17871 0.13
H 3.43848 2.10416 2.21312 0.12
H 5.09602 1.63376 2.43922 0.14
H 2.61313 -2.08299 2.02057 0.06
H 1.39464 -1.29126 3.08811 0.08
H 2.73608 -2.13326 3.80951 0.10
H 1.74034 6.17026 -2.73944 -0.12
H 4.67361 4.18065 -3.82905 0.12
H 6.00081 4.50997 -0.94569 0.12
H 2.66886 4.58936 1.42508 0.05
H -1.37126 0.20990 -1.03801 0.07
H -1.11447 0.34910 -2.74953 0.12
H -2.59872 2.11827 -3.09343 0.09
H -2.77687 2.47634 -1.39396 0.05
H -4.88805 1.26528 -4.23872 0.03
H -5.98509 -0.00298 -3.56784 0.04
H -4.41616 -0.41377 -4.20942 0.03
H -2.94901 -1.23741 -0.58045 0.00
H -4.53878 -1.75044 -1.09986 0.03
H -3.22215 -1.84353 -2.24259 0.03
H -5.17968 -0.48269 0.67698 0.08
H -6.55687 0.54603 2.38445 0.10
H -7.41746 2.85026 2.09241 0.11
H -6.88087 4.09964 0.01008 0.11
H -5.49066 3.09844 -1.70543 0.11
C -1.54392 -5.43095 1.53168 -0.02
C -0.60853 -4.23256 1.59921 -0.30
C 0.44468 -4.30731 2.70360 -0.17
O -0.14313 -4.06343 3.96562 -0.19
C -0.54582 -5.21841 4.70968 -0.06
N -1.42465 -2.99903 1.89612 0.24
H -2.24734 -5.45014 2.36556 0.08
H -2.13043 -5.41210 0.61119 0.09
H -0.97423 -6.35800 1.54277 0.10
H -0.13227 -4.07844 0.62544 0.09
H 1.16923 -3.50669 2.54792 0.09
H 0.99104 -5.25151 2.67742 0.14
H 0.04874 -6.09262 4.44220 0.10
H -1.60429 -5.43287 4.55044 0.08
H -0.39806 -4.99624 5.76365 0.10
H -2.28468 -2.95302 1.35007 0.16
H -0.89649 -2.12888 1.74264 0.12
H -1.65358 -3.01708 2.89903 0.17
```

## Properties
- orbital gap (eV) = 8.075
- charge = +1
- calculated total energy (a.u.) = -8349.01083


Here is an isolated ion of composition C7H6NO3 and charge -1 at a distorted geometry from the OMol25 dataset. Energies are from ωB97M-V with the def2-TZVPD basis set.

XYZ file:
```
17
Properties=species:S:1:pos:R:3:lowdin_charge:R:1
C 1.49327 -1.68382 0.57916 -0.04
C 0.36819 1.36700 0.08722 -0.49
C 2.59127 -2.27701 0.88847 -0.06
C 0.33166 -1.30822 0.15189 -0.05
C -0.64473 -2.39535 -0.59924 -0.69
C -0.92897 1.91264 -0.55808 -0.10
C -1.38362 0.52590 -0.81043 -0.09
N -0.08065 0.12679 -0.14451 0.05
O -0.74058 -2.29308 -1.83913 -0.04
O 1.39366 1.88086 0.42484 0.07
O -1.24643 -3.06839 0.23494 -0.01
H 3.46841 -2.26518 0.30948 0.01
H 2.92619 -2.59158 1.80453 0.00
H -1.44608 2.51460 0.15163 0.10
H -0.76604 2.42793 -1.45997 0.09
H -2.17947 0.20014 -0.13966 0.13
H -1.31840 0.17271 -1.84617 0.12
```

## Properties
- ⟨S²⟩ = 2.0099
- orbital gap (alpha / beta) (eV) = 4.575 / 6.074
- charge = -1
- 2S+1 = 3
- calculated total energy (a.u.) = -550.63943
- relative energy (zero: lowest compared OMol25 entry of this formula, charge and spin) (kcal/mol) = 13.5


Here is a 2-piece molecular cluster, C9H14 overall at a distorted geometry from the OMol25 dataset. Energies are from ωB97M-V with the def2-TZVPD basis set.

XYZ file:
```
23
Properties=species:S:1:pos:R:3:lowdin_charge:R:1
C 0.34603 -4.00451 -0.26863 -0.06
C -0.23658 -2.64546 0.02984 -0.28
C -1.38834 -2.40323 0.78075 -0.06
C -1.85577 -1.12312 1.00841 -0.09
C -1.21960 -0.00069 0.46020 -0.09
C -0.07355 -0.24275 -0.24584 -0.10
C 0.44807 -1.52805 -0.44098 -0.05
H -0.40198 -4.79857 -0.25224 0.07
H 1.05698 -4.29761 0.50970 0.08
H 0.85802 -4.00788 -1.22615 0.07
H -1.85054 -3.30701 1.16761 0.11
H -2.71198 -0.98694 1.65877 0.10
H -1.66147 0.96826 0.63692 0.10
H 0.48191 0.52905 -0.76227 0.08
H 1.37174 -1.59791 -0.99477 0.11
C 0.13193 3.47341 -0.21737 -0.17
C 1.57683 3.92209 -0.32460 -0.17
H -0.66143 4.08134 -0.66151 0.07
H -0.01334 2.48891 -0.65204 0.02
H -0.16002 3.46830 0.83664 0.07
H 2.25194 3.08168 -0.13026 0.06
H 1.79813 4.69916 0.40374 0.06
H 1.91303 4.23151 -1.31594 0.06
```

## Properties
- orbital gap (eV) = 10.080
- SMILES = Cc1ccccc1.CC
- calculated total energy (a.u.) = -351.31605
- relative energy (zero: lowest compared OMol25 entry of this formula, charge and spin) (kcal/mol) = 8.9


Here is a 3-piece molecular cluster, C42H73BN5O8PS overall at a distorted geometry from the OMol25 dataset. Energies are from ωB97M-V with the def2-TZVPD basis set.

XYZ file:
```
131
Properties=species:S:1:pos:R:3:lowdin_charge:R:1
C 7.42879 2.33380 3.51630 -0.12
C 5.91433 1.74831 3.27830 -0.23
N 4.99760 2.92792 2.90736 -0.14
C 3.53665 2.51835 3.18950 -0.20
C 3.23496 1.25532 2.13430 -0.14
C 1.61300 1.18851 1.71836 -0.44
O 1.36344 2.41887 0.96498 -0.14
C -0.03070 2.85380 0.97355 -0.29
C -0.33961 3.40052 -0.57826 -0.01
B -1.45221 2.49461 -1.37978 -0.43
O -1.08443 2.09431 -2.78408 0.02
O -2.78738 2.10727 -0.80260 0.02
C -0.35480 4.14070 1.94823 -0.08
C 0.72664 5.37965 2.25784 0.00
C 0.16942 6.56450 3.22672 -0.12
N -1.13218 6.73322 3.93222 -0.04
C -2.14425 5.66382 3.70118 -0.10
C -1.79533 4.40970 2.72438 -0.01
P 0.72399 1.17837 3.44635 0.42
S 1.60515 0.06963 4.77726 0.16
C 1.32739 -0.21093 0.84500 -0.38
C 2.37013 -0.13085 -0.46225 -0.08
C 1.62161 -0.43578 -1.90620 -0.13
C 1.22834 -2.00609 -2.15470 -0.17
O 2.45745 -2.84400 -2.29263 -0.13
C 2.04371 -4.06616 -3.02828 -0.27
C 2.36765 -4.38843 -4.60381 -0.03
O 1.29580 -4.99421 -2.37068 -0.04
N 1.75731 -1.33614 1.74796 0.13
C 1.76196 -2.56337 1.14742 -0.02
O 1.84604 -3.76586 0.54190 0.03
O -0.00572 -0.29486 0.26988 -0.14
C -1.06094 -0.74462 1.15156 -0.21
C -1.88147 -2.10183 0.62662 -0.12
C -2.05791 -3.10400 1.95419 -0.14
C -1.33421 -4.57171 2.10795 -0.02
C -1.61017 -5.37854 3.54690 -0.05
C -2.56123 -4.75027 4.76273 -0.04
C -3.27434 -3.28271 4.58507 -0.19
C -4.19854 -2.51434 5.70908 -0.13
C -3.00930 -2.48286 3.16914 0.00
C 5.26241 4.07543 3.86632 -0.33
C 5.83203 5.48385 3.20079 -0.04
O 5.12295 4.04530 5.19387 -0.03
H 8.17713 1.44331 3.25484 0.09
H 7.64926 3.19271 2.72011 0.09
H 7.59322 2.69589 4.62029 0.09
H 5.58882 1.20218 4.26334 0.14
H 5.99286 0.94666 2.40701 0.13
H 3.54509 2.15900 4.32180 0.10
H 2.77705 3.39307 3.00760 0.11
H 3.92868 1.46804 1.20853 0.12
H 3.60045 0.29548 2.69432 0.10
H -0.83065 2.02638 1.17036 0.12
H 0.68640 3.44708 -1.17368 0.14
H -0.71631 4.52695 -0.52748 0.13
H -1.91089 1.94573 -3.33177 0.11
H -2.86101 1.12787 -1.08154 0.12
H 1.81411 5.38264 1.76682 0.10
H 0.94869 7.45499 3.40103 0.11
H -3.23232 5.71019 4.18777 0.11
H -2.65642 3.60554 2.55882 0.09
H -0.71408 0.95634 3.33226 0.00
H 0.84705 2.56232 3.92611 0.01
H 3.33637 -0.81359 -0.30283 0.15
H 2.82562 0.96485 -0.60043 0.12
H 0.73641 0.32995 -2.14185 0.12
H 2.44548 -0.17745 -2.73271 0.13
H 0.70795 -2.05172 -3.22826 0.15
H 0.52374 -2.48058 -1.35055 0.10
H 2.85786 -3.46627 -5.13676 0.09
H 3.07634 -5.32824 -4.76730 0.11
H 1.37220 -4.65323 -5.20527 0.11
H -1.89505 0.10944 1.17579 0.12
H -0.78828 -0.95854 2.26336 0.10
H -1.28094 -2.73002 -0.15588 0.10
H -2.94657 -1.82863 0.18982 0.12
H -0.64488 -5.01677 1.26687 0.08
H -1.11362 -6.43342 3.79261 0.09
H -2.72675 -5.31130 5.79782 0.09
H -3.54513 -1.60193 6.10597 0.09
H -4.43568 -3.17348 6.64616 0.08
H -5.14938 -2.02453 5.21184 0.08
H -3.49840 -1.42278 3.02848 0.09
H 6.97283 5.54161 3.50869 0.09
H 5.80256 5.36411 2.02196 0.09
H 5.21884 6.42474 3.53602 0.09
C 1.38752 7.67331 -3.74098 -0.09
C 0.43619 7.47684 -4.91923 -0.27
N 0.07049 6.08095 -5.17395 -0.19
C -0.63483 5.89195 -6.44720 -0.25
C -2.00847 6.54163 -6.59614 -0.09
C -0.48810 5.34002 -4.04174 -0.25
C -1.76300 5.88718 -3.40258 -0.07
H 2.31148 7.10307 -3.87672 0.08
H 1.65485 8.73151 -3.65444 0.07
H 0.93011 7.37860 -2.79122 0.06
H 0.94797 7.87458 -5.80579 0.12
H -0.44769 8.10254 -4.76250 0.09
H -0.72750 4.81859 -6.65584 0.11
H 0.00736 6.27700 -7.25073 0.11
H -2.77758 5.98280 -6.05531 0.06
H -2.30218 6.54134 -7.65001 0.07
H -2.02304 7.57830 -6.25370 0.07
H 0.27995 5.26924 -3.26205 0.10
H -0.66196 4.29734 -4.33629 0.11
H -1.74182 6.97265 -3.28468 0.07
H -1.88842 5.45321 -2.40620 0.06
H -2.64764 5.61462 -3.98081 0.06
C -5.22055 -9.08909 0.44361 -0.09
C -4.08054 -8.14749 0.06198 -0.27
N -2.85490 -8.82602 -0.36758 -0.19
C -1.70572 -7.92090 -0.48809 -0.24
C -1.77506 -6.83062 -1.55470 -0.09
C -2.99704 -9.79332 -1.45709 -0.25
C -3.55463 -9.28197 -2.78408 -0.09
H -4.91923 -9.77551 1.24070 0.08
H -6.07470 -8.50749 0.80545 0.07
H -5.57059 -9.67655 -0.41108 0.06
H -3.85701 -7.54723 0.95407 0.12
H -4.44326 -7.45075 -0.69981 0.09
H -0.79336 -8.51025 -0.64452 0.11
H -1.55704 -7.43081 0.48352 0.09
H -1.59625 -7.23558 -2.55486 0.06
H -0.99281 -6.08799 -1.37168 0.05
H -2.73130 -6.30359 -1.55619 0.07
H -3.63957 -10.61199 -1.11103 0.10
H -2.03058 -10.27784 -1.64513 0.11
H -4.39861 -8.60178 -2.65135 0.07
H -3.90759 -10.12683 -3.38280 0.07
H -2.78597 -8.77639 -3.37125 0.05
```

## Properties
- orbital gap (eV) = 7.491
- SMILES = CCN(CC[C@](O[C@H](CB(O)O)c1ccncc1)([PH2]=S)[C@@](CCCOC(C)=O)(N=C=O)OCCc1cccc(C)c1)C(C)=O.CCN(CC)CC.CCN(CC)CC
- calculated total energy (a.u.) = -3283.30669


Here is a 2-piece molecular cluster, C15H23OS2Si overall at a distorted geometry from the OMol25 dataset. Energies are from ωB97M-V with the def2-TZVPD basis set.

XYZ file:
```
42
Properties=species:S:1:pos:R:3:lowdin_charge:R:1
C -3.86167 -0.15486 -1.05924 -0.18
Si -2.15949 0.55645 -0.75771 0.53
C -1.67946 0.67823 1.04023 -0.18
C -0.92473 -0.47362 -1.69922 -0.17
C -2.20364 2.37581 -1.38163 -0.34
C -3.34250 3.09083 -1.31272 0.04
O -1.13698 3.09934 -1.88237 -0.06
C 0.13982 2.56762 -2.11109 -0.26
C 0.45998 2.13467 -3.40333 0.00
C 1.56403 1.30401 -3.54878 -0.08
C 2.39418 1.04110 -2.45454 -0.10
C 2.14536 1.63298 -1.21139 -0.11
C 1.04516 2.47278 -1.04647 -0.02
H -3.87740 -1.21586 -0.77244 0.04
H -4.63651 0.37300 -0.48871 0.03
H -4.10941 -0.08714 -2.12831 0.05
H -1.50192 -0.31204 1.48087 0.01
H -0.75885 1.26593 1.13971 0.02
H -2.46812 1.18649 1.61253 0.05
H -1.04793 -1.52844 -1.41237 0.04
H -1.10415 -0.38889 -2.77827 0.05
H 0.11216 -0.17826 -1.50486 0.00
H -3.36197 4.13745 -1.61285 0.08
H -4.24661 2.61486 -0.96388 0.04
H -0.21079 2.36630 -4.23378 0.13
H 1.77488 0.86559 -4.52698 0.11
H 3.26959 0.40261 -2.57969 0.10
H 2.81461 1.46739 -0.36723 0.10
H 0.83372 2.98267 -0.10550 0.12
C 2.65795 -3.09708 3.87294 -0.28
C 2.39832 -3.79913 2.55321 -0.41
S 2.38447 -2.70613 1.08631 1.05
C 1.53104 -1.34551 1.59007 -0.72
S 1.31103 -0.72372 3.13838 1.04
C 1.50246 -2.18035 4.22901 -0.41
H 2.72645 -3.86265 4.64913 0.13
H 3.60233 -2.54582 3.84440 0.13
H 3.18991 -4.53005 2.34239 0.10
H 1.42714 -4.30872 2.56005 0.10
H 1.15861 -0.71132 0.78028 0.03
H 0.54574 -2.71505 4.19436 0.10
H 1.64317 -1.75149 5.22950 0.10
```

## Properties
- orbital gap (eV) = 4.970
- charge = +1
- calculated total energy (a.u.) = -1746.18860
- relative energy (zero: lowest compared OMol25 entry of this formula, charge and spin) (kcal/mol) = 27.5


Q: Which value of calculated total energy does entry 1 give?
A: -8349.01083 a.u.


Q: Look up the calculated total energy of the second one.
A: -550.63943 a.u.


Q: What is the formula in the first record?
A: C29H52BBr2F3N2O8PSSi


Q: Which formula does entry 5 have?
A: C15H23OS2Si